Computed, not measured: an isolated molecule of C5H6O, with ωB97M-V with the def2-TZVPD basis set.

- Strongest force on any atom: 0.70 eV/Å
- HOMO energy: -10.20 eV
- Molecular weight: 82.10 g/mol
- Electronic energy: -269.15170 Ha
- Orbital gap: 11.19 eV

The geometry in XYZ format:
```
12
Properties=species:S:1:pos:R:3:lowdin_charge:R:1
C -0.363 -0.198 -2.213 -0.02
C 0.512 0.570 -1.729 0.00
C -0.640 0.208 -0.482 -0.21
C 0.187 -0.460 0.588 -0.34
C 0.918 0.321 1.576 -0.10
O -0.308 -0.326 1.907 -0.04
H -1.016 -0.836 -2.780 0.08
H -1.579 -0.356 -0.585 0.13
H -0.941 1.217 -0.196 0.12
H 0.551 -1.455 0.331 0.15
H 0.873 1.408 1.532 0.12
H 1.806 -0.093 2.052 0.11
```

***

Computed, not measured: a cluster of 2 separate species, C2H9NOS2 in total at a distorted geometry, with ωB97M-V with the def2-TZVPD basis set.

- Strongest force on any atom: 1.30 eV/Å
- HOMO energy: -9.14 eV
- Molecular weight: 127.23 g/mol
- Electronic energy: -1007.96277 Ha
- Orbital gap: 9.74 eV
- SMILES: NCCSS.O

The geometry in XYZ format:
```
15
Properties=species:S:1:pos:R:3:lowdin_charge:R:1
N 1.366 -0.966 0.137 -0.03
C -0.052 -0.874 -0.314 -0.36
C -0.636 0.380 0.284 -0.59
S -2.378 0.548 -0.175 0.44
S -3.372 0.039 1.550 0.30
H 1.345 -1.292 1.103 0.07
H 1.781 -1.758 -0.339 0.07
H -0.616 -1.712 0.129 0.11
H -0.026 -0.932 -1.399 0.11
H -0.103 1.251 -0.098 0.06
H -0.495 0.250 1.345 0.06
H -3.533 1.252 2.106 -0.20
H 2.497 1.994 -1.598 0.04
H 2.241 0.629 -0.992 0.00
O 1.980 1.191 -1.740 -0.08
```

***

Computed, not measured: a structure of composition C30H40As2BN3O3Sc at a distorted geometry, with ωB97M-V with the def2-TZVPD basis set.

- Strongest force on any atom: 3.50 eV/Å
- HOMO energy: -5.57 eV
- Molecular weight: 696.28 g/mol
- Electronic energy: -6814.33275 Ha
- Orbital gap: 7.98 eV
- Charge: -1

The geometry in XYZ format:
```
80
Properties=species:S:1:pos:R:3:lowdin_charge:R:1
Sc -1.358 -0.182 1.695 1.01
C -0.316 -4.584 3.235 -0.05
O -0.871 -3.970 4.392 -0.10
C -0.257 -2.862 4.891 -0.23
C 0.370 -3.055 6.092 -0.01
C 0.997 -1.993 6.658 -0.15
C 0.963 -0.770 6.118 -0.07
C 0.284 -0.546 4.879 -0.14
C 0.523 0.744 4.243 -0.04
N -0.083 1.055 3.118 -0.04
N 0.425 2.263 2.484 0.08
C -0.253 2.459 1.367 -0.44
O -1.384 1.813 1.057 -0.19
C 0.218 3.529 0.459 -0.17
C -0.788 4.356 -0.085 -0.01
C -0.407 5.471 -0.871 -0.10
C 0.903 5.703 -1.226 -0.11
C 1.926 4.890 -0.715 -0.06
C 1.535 3.787 0.131 -0.03
C -0.318 -1.610 4.258 -0.27
O -0.830 -1.613 3.041 -0.16
H -1.107 -4.857 2.516 0.10
H 0.230 -5.381 3.606 0.06
H 0.334 -3.889 2.712 0.09
H 0.368 -3.957 6.717 0.13
H 1.523 -2.067 7.627 0.11
H 1.453 0.134 6.564 0.12
H 1.034 1.542 4.758 0.12
H -1.823 4.158 0.214 0.12
H -1.222 6.001 -1.363 0.10
H 1.056 6.547 -1.820 0.07
H 2.956 4.906 -1.012 0.09
H 2.306 3.214 0.633 0.10
C -0.770 2.758 -3.876 -0.31
As 1.184 2.564 -4.249 1.12
C 1.025 3.056 -6.149 -0.33
C 1.294 0.665 -4.469 -0.49
C 0.453 -0.105 -5.249 -0.12
C 0.594 -1.480 -5.452 -0.09
C 1.615 -2.133 -4.776 -0.08
C 2.451 -1.386 -3.911 -0.11
C 2.287 0.018 -3.728 -0.44
As 3.312 0.899 -2.274 1.09
C 5.050 0.726 -3.223 -0.33
C 3.275 -0.598 -1.071 -0.36
H -1.140 2.052 -3.172 0.01
H -1.301 2.563 -4.834 0.01
H -1.103 3.733 -3.564 0.00
H 1.216 2.121 -6.641 0.00
H 1.760 3.734 -6.412 -0.03
H 0.000 3.445 -6.379 0.04
H -0.402 0.400 -5.709 0.10
H -0.016 -2.076 -6.085 0.09
H 1.744 -3.194 -5.029 0.11
H 3.169 -1.878 -3.221 0.09
H 5.828 1.037 -2.497 0.02
H 5.044 1.461 -4.044 0.02
H 5.085 -0.277 -3.556 -0.01
H 4.026 -1.349 -1.254 0.02
H 2.324 -1.158 -1.243 0.01
H 3.405 -0.348 -0.034 0.01
B 0.128 -3.384 -1.313 -0.44
C -0.081 -2.154 -0.402 -0.21
N -0.258 -1.134 0.116 0.07
H -0.559 -3.265 -2.365 0.03
H -0.170 -4.373 -0.686 -0.01
H 1.363 -3.424 -1.574 0.02
C -4.340 -2.695 1.829 -0.10
C -4.203 -1.474 2.793 -0.52
C -5.610 -1.138 3.231 -0.14
C -3.549 -0.302 1.986 -0.26
H -4.757 -3.636 2.332 0.09
H -3.356 -2.989 1.346 0.08
H -5.022 -2.433 1.031 0.06
H -3.542 -1.657 3.629 0.10
H -6.176 -0.556 2.450 0.08
H -5.644 -0.416 4.116 0.08
H -6.217 -2.030 3.533 0.07
H -4.180 -0.088 1.118 0.03
H -3.621 0.663 2.562 0.04
```